1.
C3H2FNO | ωB97M-V with the def2-TZVPD basis set

Last column: natural (NBO) charge in e.
CARTESIAN COORDINATES (ANGSTROEM)
C  -1.32749  -0.17984  0.71802  0.131
C  0.70089  0.78550  -0.28598  0.331
C  0.31662  -0.64169  -0.39300  0.295
N  -2.22086  -0.05414  1.40413  -0.378
O  0.25596  1.65903  -0.97892  -0.462
F  1.02725  -1.52980  0.27858  -0.284
H  1.39240  0.98866  0.55284  0.144
H  -0.14477  -1.02772  -1.29568  0.223

Results
relative energy (zero: lowest compared OMol25 entry of this formula, charge and spin) = 58.61 kcal per mole
E_tot = -345.25866 Eh
HOMO-LUMO gap = 10.20 eV
molecular weight = 87.05 g mol⁻¹
E_LUMO = -1.15 eV

=====

2.
C10H16 | ωB97M-V with the def2-TZVPD basis set

Last column: Mulliken spin population.
CARTESIAN COORDINATES (ANGSTROEM)
C  0.43438  1.48642  -0.93371  0.006
C  1.96106  1.49563  -1.12273  0.001
C  -0.30174  2.65202  -1.59697  0.002
H  0.06709  0.53137  -1.30327  0.002
H  0.15008  1.40997  0.12166  0.002
H  2.33152  2.50629  -1.26570  0.000
H  2.34550  0.96102  -1.98901  0.000
H  0.33458  3.46944  -1.91280  0.000
H  -0.71443  2.24479  -2.53629  0.001
H  2.36834  1.12554  -0.18053  0.001
H  -1.27749  2.84234  -1.19238  0.000
C  -1.60543  -0.15463  2.37413  0.018
C  1.11577  -1.42690  0.13147  -0.026
C  0.49482  -0.72498  1.13436  0.209
C  0.49288  -2.59023  -0.34116  0.291
C  -0.85281  -1.06390  1.48881  0.215
C  -0.89604  -2.83243  -0.12077  0.081
C  -1.55580  -2.11483  0.84058  0.091
H  2.16566  -1.34575  -0.11328  0.003
H  1.06477  0.03028  1.65889  0.005
H  1.05987  -3.15960  -1.06877  0.008
H  -1.35660  -3.75707  -0.44900  0.004
H  -1.82528  0.71013  1.71529  0.064
H  -0.92803  0.45693  2.98157  0.014
H  -2.63778  -2.13724  0.79099  0.000
H  -2.43487  -0.61463  2.88861  0.007

Results
relative energy (zero: lowest compared OMol25 entry of this formula, charge and spin) = 26.24 kcal per mole
E_tot = -390.26808 Eh
HOMO-LUMO gap (spin up / spin down) = 9.78 / 5.98 eV
molecular weight = 136.24 g mol⁻¹
E_LUMO (spin up / spin down) = -4.26 / -8.08 eV
charge = +1
2S+1 = 2
<S²> = 0.768

=====

3.
C34H33BrN2PdS5 | ωB97M-V with the def2-TZVPD basis set

Last column: Löwdin charge in e.
CARTESIAN COORDINATES (ANGSTROEM)
Pd  0.06119  -0.53173  0.59103  0.523
C  2.65906  -2.11049  2.86573  -0.031
C  3.16537  -2.13591  1.45263  -0.232
C  3.88798  -3.22730  0.98346  -0.031
C  4.42521  -3.24117  -0.30001  -0.061
C  4.25723  -2.14539  -1.12557  -0.055
C  3.51995  -1.03540  -0.70702  -0.266
C  3.36214  0.14832  -1.62695  -0.024
C  2.95843  -1.06243  0.58146  -0.255
N  2.04271  -0.01554  0.93118  0.013
C  2.43952  1.20051  1.04947  -0.244
C  3.87781  1.56099  1.22352  0.018
C  1.42963  2.31058  0.96618  -0.256
C  1.83154  3.69167  1.38300  0.006
N  0.33861  1.97856  0.40974  0.125
C  -0.73708  2.85625  0.13389  -0.191
C  -1.43862  3.55155  1.12638  -0.197
C  -1.06754  3.51972  2.58447  -0.024
C  -2.54643  4.29935  0.73049  -0.032
C  -2.93776  4.37248  -0.59169  -0.053
C  -2.23653  3.66817  -1.55923  -0.033
C  -1.14814  2.88657  -1.21017  -0.213
C  -0.39499  2.10354  -2.24959  -0.043
H  2.81116  -3.07623  3.34548  0.090
H  1.60388  -1.84945  2.91458  0.036
H  3.19305  -1.36264  3.45806  0.102
H  4.06230  -4.06442  1.64974  0.127
H  5.01712  -4.08564  -0.63107  0.122
H  4.72475  -2.12548  -2.10404  0.125
H  3.54411  -0.14731  -2.65969  0.092
H  4.08072  0.93744  -1.39705  0.089
H  2.36765  0.59576  -1.56626  0.065
H  4.51176  0.68559  1.33111  0.100
H  3.97378  2.18253  2.11690  0.109
H  4.23768  2.16663  0.38931  0.102
H  1.96682  3.75598  2.46556  0.105
H  1.07313  4.41024  1.08558  0.091
H  2.77671  3.97357  0.91644  0.094
H  -0.38852  4.33732  2.83831  0.086
H  -0.59229  2.58546  2.87483  0.051
H  -1.95877  3.64742  3.19795  0.093
H  -3.10743  4.83612  1.48620  0.121
H  -3.79576  4.96962  -0.86976  0.115
H  -2.54484  3.71639  -2.59619  0.118
H  -0.91362  2.13167  -3.20618  0.085
H  -0.28117  1.05816  -1.94435  0.036
H  0.61169  2.50178  -2.40138  0.086
Br  -2.30287  -0.85688  0.13252  0.922
C  -2.85597  -0.71837  1.95906  -0.540
C  -4.15458  -0.94203  2.28217  -0.093
C  -4.53836  -0.77308  3.62977  -0.044
C  -3.61767  -0.37474  4.55398  -0.004
C  -2.26546  -0.13498  4.19946  -0.151
C  -1.32128  0.29603  5.16014  -0.009
C  -0.03257  0.52733  4.78376  -0.055
C  0.37545  0.32756  3.44736  -0.145
C  -0.48110  -0.11103  2.47451  -0.204
C  -1.84427  -0.32560  2.85644  -0.219
H  -4.87933  -1.23078  1.53273  0.116
H  -5.56604  -0.95174  3.91394  0.120
H  -3.90953  -0.23109  5.58671  0.126
H  -1.63941  0.44052  6.18478  0.126
H  0.69706  0.86627  5.50792  0.117
H  1.41395  0.52748  3.22567  0.083
C  1.93029  -3.64669  -3.71322  -0.337
S  2.02382  -5.06280  -2.60582  1.044
C  1.38094  -4.73448  -1.09903  -0.915
C  0.82358  -3.47267  -0.53034  -1.002
S  0.83016  -2.07023  -1.35317  0.888
S  0.21613  -3.61368  1.08388  0.939
C  0.60494  -5.29975  1.34299  -1.401
S  0.45501  -6.08425  2.72180  0.810
S  1.38892  -6.06785  -0.05294  1.013
H  2.28245  -4.08045  -4.64933  0.063
H  2.60086  -2.86145  -3.37504  0.022
H  0.91086  -3.28996  -3.82438  0.043

Results
relative energy (zero: lowest compared OMol25 entry of this formula, charge and spin) = 0.00 kcal per mole
E_tot = -6117.19032 Eh
HOMO-LUMO gap = 4.05 eV
molecular weight = 816.31 g mol⁻¹
E_LUMO = -8.75 eV
charge = +2

=====

4.
H4O2 | ωB97M-V with the def2-TZVPD basis set

Last column: natural (NBO) charge in e.
CARTESIAN COORDINATES (ANGSTROEM)
H  1.48233  1.01817  -0.28298  0.448
H  0.52829  0.14732  0.70972  0.461
H  -1.66292  -0.94921  0.15025  0.482
H  -1.70001  0.54033  0.68464  0.466
O  1.52144  -0.14224  -0.01078  -0.928
O  -1.35240  0.04766  -0.14692  -0.929

Results
relative energy (zero: lowest compared OMol25 entry of this formula, charge and spin) = 63.71 kcal per mole
E_tot = -152.77341 Eh
HOMO-LUMO gap = 10.80 eV
molecular weight = 36.03 g mol⁻¹
E_LUMO = 0.28 eV

=====

5.
C24H33Br2N9OPRuS | ωB97M-V with the def2-TZVPD basis set

Last column: Mulliken spin population.
CARTESIAN COORDINATES (ANGSTROEM)
Ru  -0.30593  0.04189  -0.16609  3.594
C  1.48465  5.07204  1.91365  0.002
C  1.23778  3.75640  2.54910  -0.001
N  1.36519  3.47247  3.80032  0.002
N  1.02402  2.14992  3.88684  0.010
C  0.68431  1.58990  2.72743  -0.019
S  0.22172  -0.00946  2.46098  0.104
N  0.81518  2.62818  1.85183  -0.003
N  0.56225  2.51864  0.49024  0.028
H  1.78880  5.77831  2.68120  0.000
H  0.58268  5.45161  1.43036  0.000
H  2.27538  5.00559  1.16500  0.000
H  1.05595  1.68160  4.77854  -0.002
H  1.43131  2.56204  -0.03175  -0.001
H  -0.06653  3.25728  0.19494  -0.001
Br  2.08219  -4.69981  0.07281  0.043
C  0.24116  -4.43905  0.16375  0.193
C  -0.60778  -5.51238  0.32929  -0.085
C  -1.97844  -5.31818  0.38497  0.254
Br  -3.06418  -6.81056  0.61521  0.067
C  -2.56687  -4.01123  0.26367  -0.018
C  -3.94705  -3.76237  0.28431  0.047
C  -4.39603  -2.47470  0.13328  -0.009
C  -3.46599  -1.44529  -0.02072  -0.010
N  -2.15764  -1.64938  -0.02419  0.073
C  -1.71401  -2.91208  0.10316  0.065
C  -0.26028  -3.09096  0.05266  0.125
O  0.48836  -2.11007  -0.09111  0.344
H  -0.20171  -6.51060  0.41302  0.004
H  -4.64445  -4.57895  0.40926  0.010
H  -5.45363  -2.24979  0.13156  0.002
H  -3.80004  -0.42408  -0.15348  -0.004
C  0.67762  -1.11736  -3.34339  -0.004
P  -0.48694  0.13890  -2.71476  0.073
C  -2.07291  -0.38685  -3.45560  0.007
C  -0.01853  1.61130  -3.68862  0.007
H  0.63185  -1.17583  -4.43205  0.000
H  0.43174  -2.09022  -2.91885  0.003
H  1.69102  -0.85992  -3.03770  0.002
H  -2.06350  -0.21382  -4.53190  0.001
H  -2.91689  0.14654  -3.01793  0.001
H  -2.20950  -1.45329  -3.27164  0.000
H  -0.22298  1.43463  -4.74490  0.002
H  1.04969  1.79410  -3.56488  0.000
H  -0.55913  2.50213  -3.36959  0.000
C  5.45357  0.62531  0.21454  0.001
C  4.54588  -0.59640  -0.00608  0.003
C  4.99197  -1.39379  -1.23959  0.000
C  4.51989  -1.48966  1.24355  -0.001
C  3.17433  -0.11421  -0.24220  0.016
N  2.08702  0.20888  -0.42111  0.029
H  6.47345  0.27674  0.37673  0.000
H  5.14370  1.19097  1.09457  0.000
H  5.45265  1.28542  -0.65366  0.000
H  6.01515  -1.73508  -1.08289  0.000
H  4.97139  -0.77923  -2.14042  0.000
H  4.35589  -2.26671  -1.39269  0.001
H  5.53447  -1.83375  1.44435  0.001
H  3.87914  -2.35891  1.09302  0.001
H  4.16228  -0.94056  2.11506  0.000
N  -4.60730  2.26585  2.96540  0.000
C  -3.98324  2.23553  1.77146  -0.002
C  -2.81617  1.46634  1.56273  -0.013
N  -2.21519  1.45237  0.38754  0.059
C  -2.73722  2.18854  -0.60729  0.008
C  -3.88265  2.93362  -0.38936  0.004
N  -4.50686  2.95856  0.78093  0.001
H  -4.28152  1.73862  3.75397  0.000
H  -5.43771  2.82561  3.05988  0.000
H  -2.38254  0.86656  2.35490  -0.009
H  -2.23535  2.17543  -1.56515  -0.006
H  -4.31683  3.52672  -1.18649  0.000

Results
relative energy (zero: lowest compared OMol25 entry of this formula, charge and spin) = 0.00 kcal per mole
E_tot = -7484.35452 Eh
HOMO-LUMO gap (spin up / spin down) = 7.06 / 6.20 eV
molecular weight = 787.51 g mol⁻¹
E_LUMO (spin up / spin down) = -5.56 / -7.54 eV
charge = +2
2S+1 = 6
<S²> = 8.794

=====

6.
C20H30Cl2N3O3PmS | ωB97M-V with the def2-TZVPD basis set

Last column: Mulliken spin population.
CARTESIAN COORDINATES (ANGSTROEM)
O  3.08006  1.43373  -1.21889  -0.001
C  2.24295  1.90310  -1.97635  -0.002
C  1.54595  3.18980  -1.77362  -0.001
C  0.96334  3.75823  -0.61412  0.001
H  0.67668  3.13321  0.24887  0.000
C  0.74514  5.13790  -0.58076  0.000
H  0.35465  5.62269  0.32742  0.000
C  1.06990  5.94050  -1.67951  0.000
H  0.98464  7.03818  -1.64880  0.000
C  1.55743  5.36043  -2.85238  0.000
H  1.84648  5.96177  -3.71642  0.000
C  1.74090  3.97957  -2.91723  0.001
H  2.09566  3.47940  -3.83085  0.000
H  1.77148  1.39874  -2.88014  0.001
C  0.20458  -0.44642  -2.86907  0.011
C  -0.25195  0.39401  -1.71886  -0.038
H  0.14205  0.12249  -3.79278  0.002
H  -0.41916  -1.34325  -2.95860  -0.004
H  1.20699  -0.84734  -2.80479  -0.001
C  -1.10273  1.40163  -1.88934  0.010
C  -2.29940  1.37086  -2.82985  0.002
H  -1.12095  2.33900  -1.31939  -0.006
H  -2.13439  2.15306  -3.58551  0.001
H  -3.25271  1.55762  -2.30281  0.001
H  -2.42354  0.38321  -3.33375  -0.001
Pm  -1.39140  -0.51168  -0.11204  4.035
Cl  -2.11938  1.61542  1.33487  -0.004
Cl  -3.36079  -1.85667  -0.99698  -0.005
C  -3.03468  -1.12770  2.33143  0.003
O  -1.81168  -1.27016  2.03123  -0.009
N  -3.72982  -2.00060  3.04575  0.000
C  -3.19847  -3.31395  3.35075  0.000
C  -5.12900  -1.66358  3.25592  0.000
H  -3.62833  -0.30691  1.97672  -0.002
H  -2.12978  -3.40918  3.12777  0.000
H  -3.75792  -4.07474  2.80660  0.000
H  -3.36277  -3.55334  4.39379  0.000
H  -5.33482  -0.65439  2.88301  0.000
H  -5.37191  -1.71027  4.31391  0.000
H  -5.76475  -2.35747  2.71812  0.000
H  1.75702  -5.08655  -0.08281  0.000
H  4.02251  -3.92610  0.14559  0.000
C  1.50601  -4.34423  -0.83795  0.000
C  3.68532  -3.17401  -0.57498  0.000
N  2.22357  -3.11057  -0.55770  0.001
H  0.43001  -4.16632  -0.87402  0.000
C  1.57547  -2.01668  -0.19029  -0.001
O  0.33255  -2.00109  0.06188  0.006
H  4.12352  -2.20604  -0.30080  0.000
H  2.19296  -1.10752  -0.14606  0.001
H  1.87333  -4.72258  -1.79292  0.000
H  4.03032  -3.48535  -1.56399  0.000
S  1.86406  -0.28677  4.64641  0.000
C  3.00995  0.47852  3.57066  0.000
C  2.49604  0.53252  2.27917  0.001
N  1.23649  -0.02454  2.16077  -0.002
C  0.76052  -0.43573  3.32472  0.000
H  3.96706  0.84601  3.89114  0.000
H  2.98581  0.96875  1.41619  0.000
H  -0.17104  -0.95859  3.48170  0.000

Results
relative energy (zero: lowest compared OMol25 entry of this formula, charge and spin) = 0.00 kcal per mole
E_tot = -3097.02911 Eh
HOMO-LUMO gap (spin up / spin down) = 7.06 / 7.12 eV
molecular weight = 608.45 g mol⁻¹
E_LUMO (spin up / spin down) = 0.31 / 0.31 eV
2S+1 = 5
<S²> = 6.008

=====

7.
C14H16O | ωB97M-V with the def2-TZVPD basis set

Last column: natural (NBO) charge in e.
CARTESIAN COORDINATES (ANGSTROEM)
C  0.25653  -2.19241  4.00301  -0.647
C  -0.07807  -2.08031  2.55842  -0.050
C  0.94028  -1.63077  1.79485  -0.194
C  0.64393  -1.60871  0.40687  -0.248
C  -0.56279  -1.88771  -0.13495  0.261
O  -0.53657  -1.80122  -1.51075  -0.686
C  -1.62080  -2.18072  0.73970  -0.259
C  -1.40054  -2.38428  2.04719  -0.204
H  0.46806  -3.27029  4.24681  0.218
H  -0.35985  -1.74556  4.79187  0.223
H  1.16523  -1.60702  4.41766  0.217
H  1.98788  -1.54612  2.18221  0.225
H  1.54140  -1.29960  -0.22227  0.227
H  -1.29613  -2.07629  -2.02454  0.489
H  -2.67265  -2.19630  0.39140  0.215
H  -2.19544  -2.45383  2.76355  0.220
C  -0.15534  1.75509  0.44407  -0.651
C  0.18630  2.07108  -1.04062  -0.001
C  1.40636  2.46299  -1.47048  -0.243
C  1.64086  2.61557  -2.95353  -0.170
C  0.58517  2.51453  -3.87877  -0.246
C  -0.67068  2.25672  -3.33744  -0.195
C  -0.92497  2.00484  -1.96383  -0.219
H  -1.01210  2.31966  0.74940  0.214
H  0.64063  2.20840  1.08490  0.217
H  -0.38734  0.60074  0.38685  0.245
H  2.21374  2.50501  -0.66457  0.214
H  2.65855  2.58216  -3.27717  0.203
H  0.88884  2.39870  -4.83936  0.211
H  -1.42216  2.01111  -4.03564  0.200
H  -1.92836  1.65453  -1.65482  0.213

Results
relative energy (zero: lowest compared OMol25 entry of this formula, charge and spin) = 60.20 kcal per mole
E_tot = -618.22006 Eh
HOMO-LUMO gap = 9.14 eV
molecular weight = 200.28 g mol⁻¹
E_LUMO = 0.75 eV

=====

8.
C4H11NO2 | ωB97M-V with the def2-TZVPD basis set

Last column: natural (NBO) charge in e.
CARTESIAN COORDINATES (ANGSTROEM)
C  -1.47605  -1.86556  -1.85244  -0.618
C  -1.28170  -1.17485  -0.56972  -0.220
N  -0.67434  0.18008  -0.58184  -0.446
C  0.59874  0.29509  0.09444  -0.403
C  -1.36977  1.21612  -1.14098  0.533
O  -2.53443  1.14684  -1.53396  -0.620
H  -1.97870  -2.84116  -1.74223  0.220
H  -0.48370  -2.03021  -2.30493  0.198
H  -2.07354  -1.23695  -2.53396  0.230
H  -0.59392  -1.87306  -0.05501  0.194
H  -2.23039  -1.15545  0.00041  0.210
H  0.40621  -0.29151  1.00847  0.202
H  0.87122  1.32308  0.38702  0.214
H  1.45144  -0.15626  -0.44016  0.193
H  -0.75049  2.13991  -1.24471  0.112
O  3.93626  2.30990  4.50067  -0.939
H  4.46014  2.63761  3.73490  0.470
H  3.72300  1.37642  4.27402  0.469

Results
relative energy (zero: lowest compared OMol25 entry of this formula, charge and spin) = 26.77 kcal per mole
E_tot = -364.22552 Eh
HOMO-LUMO gap = 9.84 eV
molecular weight = 105.14 g mol⁻¹
E_LUMO = 0.42 eV

=====

9.
C2H6ClN3 | ωB97M-V with the def2-TZVPD basis set

Last column: natural (NBO) charge in e.
CARTESIAN COORDINATES (ANGSTROEM)
C  0.59654  -0.11550  -0.97375  0.317
C  0.86218  2.19997  0.04970  -0.298
N  0.84030  0.94115  -0.39707  -0.339
N  1.28880  -1.20337  -1.25671  -0.819
N  -1.78391  -1.22659  1.23352  -0.757
Cl  -3.39164  -1.62765  0.65366  0.051
H  1.37667  3.01415  -0.46021  0.198
H  -1.63456  -0.31078  1.00317  0.349
H  0.15141  2.39117  0.88904  0.181
H  1.39670  -1.55071  -2.21140  0.406
H  2.24554  -1.36623  -0.81675  0.355
H  -1.94803  -1.14560  2.28680  0.356

Results
relative energy (zero: lowest compared OMol25 entry of this formula, charge and spin) = 90.40 kcal per mole
E_tot = -704.10950 Eh
HOMO-LUMO gap = 8.05 eV
molecular weight = 107.54 g mol⁻¹
E_LUMO = 0.47 eV

=====

Question: relative energy (zero: lowest compared OMol25 entry of this formula, charge and spin) of number 4 (H4O2)?
Answer: 63.71 kcal per mole